No. 1
This record from the Open Molecules 2025 dataset describes a structure of composition C16H16CdCl3GeS2. The level of theory is ωB97M-V with the def2-TZVPD basis set.

The geometry in XYZ format:
```
39
Properties=species:S:1:pos:R:3:forces:R:3:mulliken_spin:R:1
Cd 0.86620 -0.85625 0.70683 0.014 0.807 0.139 -0.0842
Ge 3.29531 -3.43328 0.26112 0.529 -0.051 -0.066 0.0018
Cl 1.25328 -3.46429 1.34573 -0.260 -0.219 0.203 0.0018
Cl 4.11829 -5.39814 1.22487 -0.034 -0.030 0.008 0.0001
Cl 2.51924 -4.40592 -1.66641 -0.071 -0.103 -0.187 0.0002
S 0.84427 0.23392 3.03414 -0.441 -0.565 -0.484 -0.0019
S 3.05568 0.44153 0.34073 -0.328 -0.268 -0.240 0.0309
C -4.01340 -2.33469 -1.26600 -0.101 0.043 0.018 0.0089
C -0.20856 -0.91216 -1.18649 0.689 -0.095 0.000 0.9107
C -4.94848 -0.13408 -1.31965 -0.115 0.180 -0.076 0.0033
C 2.32437 1.15570 2.97363 0.222 0.166 -0.124 0.0032
C -3.69066 0.39683 -1.56599 0.000 -0.050 -0.029 -0.0003
C -2.57104 -0.42758 -1.61563 -0.045 0.116 0.060 -0.0240
C -2.75862 -1.79855 -1.48232 -0.129 -0.131 -0.099 0.0430
C -0.89640 0.28849 -3.29077 -0.011 -0.081 0.232 0.0461
C -5.11363 -1.49665 -1.16046 -0.125 -0.195 -0.010 0.0032
C 4.24516 2.19737 1.95089 0.159 0.186 0.093 0.0019
C -0.97614 1.43976 -1.05839 0.023 -0.082 -0.044 0.1273
C 3.18047 1.30111 1.85439 -0.044 -0.088 0.016 -0.0073
C 4.52886 2.89645 3.10738 0.234 0.086 0.009 -0.0004
C 2.66594 1.83152 4.14630 -0.019 0.084 0.131 0.0001
C -1.14732 0.09607 -1.78182 -0.144 0.198 0.061 -0.0037
C 3.74754 2.68672 4.23287 0.061 0.102 0.216 0.0005
H -3.59218 1.46236 -1.71973 0.071 0.082 0.108 0.0012
H 0.07618 1.72286 -1.07628 0.049 0.002 0.026 -0.0405
H 2.03093 1.66896 5.00693 -0.023 0.033 0.101 0.0001
H -4.12871 -3.40358 -1.15692 -0.022 -0.105 0.017 0.0012
H 5.37274 3.57793 3.12853 0.011 0.013 0.045 0.0000
H -1.54980 2.23882 -1.52686 -0.130 0.135 -0.059 0.0144
H 0.13080 0.60948 -3.45656 0.091 0.030 -0.027 -0.0044
H -5.80622 0.52501 -1.24846 -0.015 0.021 -0.016 0.0009
H -1.57702 1.02832 -3.71657 -0.060 0.089 -0.049 0.0079
H -1.89086 -2.43824 -1.54290 0.043 -0.094 0.092 -0.0560
H 3.98178 3.17615 5.17422 -0.048 0.025 -0.056 0.0001
H -6.09416 -1.90813 -0.96456 -0.098 -0.026 0.034 -0.0006
H 4.86536 2.33308 1.07343 0.030 -0.017 -0.012 -0.0001
H -1.28131 1.34942 -0.01501 0.032 0.021 0.039 0.0024
H 0.19874 -1.58564 -1.94509 -0.040 -0.149 0.070 0.0177
H -1.05663 -0.66069 -3.79916 0.046 -0.073 -0.138 -0.0055
```
Positions in Å, forces in eV/Å.

Values from the calculation:
LUMO (alpha / beta)	4.58 / 4.57	eV
multiplicity	2
net charge	-2
HOMO-LUMO gap (alpha / beta)	0.210 / 0.211	Ha

=====

No. 2
This record from the Open Molecules 2025 dataset describes a structure of composition C16H16N2O at a distorted geometry. The level of theory is ωB97M-V with the def2-TZVPD basis set.

The geometry in XYZ format:
```
35
Properties=species:S:1:pos:R:3:forces:R:3:mulliken_charge:R:1
O 4.17678 2.19781 -0.32343 8.267 5.762 -1.431 -0.5290
N 0.92326 1.13563 0.22464 3.392 -0.449 -0.994 0.0155
N 2.12590 2.00485 0.03708 -6.207 -2.023 1.200 -0.0868
C -3.74115 -1.11515 -0.90532 -3.257 7.097 3.759 -0.5842
C 3.43322 0.12955 -0.24104 2.496 -15.732 3.815 0.4020
C 4.48153 -0.60293 -0.82926 -4.661 -2.853 2.736 -0.6783
C -4.83773 -1.77523 -0.50008 3.338 -10.388 -4.058 -0.0448
C 4.00986 -2.59711 0.15169 -7.022 -12.015 10.546 -0.1576
C 2.95282 -2.21386 1.12949 7.856 10.463 -8.885 -1.0101
C -0.23901 1.54259 0.20364 -1.859 6.110 3.167 -0.4355
C -1.54140 0.80882 0.60175 -0.958 5.231 -1.528 -0.4164
C -5.94097 -1.47920 -0.03601 -8.543 8.675 5.369 -0.5148
C 4.66880 -2.16456 -0.73652 4.961 11.313 -7.705 -0.3921
C -2.50525 1.08100 -0.73336 -8.099 3.625 17.304 -1.8266
C -6.03762 0.13194 0.34665 8.907 -3.361 -3.890 -0.5897
C 2.79403 -0.86313 1.00249 -1.391 2.381 -1.674 -0.2182
C 3.38576 1.41332 -0.13301 -7.604 5.124 0.795 0.3643
C -4.86254 0.99690 0.22614 -0.888 -12.079 -3.767 -0.8121
C -3.65336 0.19413 -0.42005 -3.145 2.918 -0.862 0.8364
H -2.06550 0.82163 -1.39264 10.027 -5.932 -14.940 0.9926
H 5.37723 -2.55568 -1.40175 0.726 -0.878 -0.455 0.4488
H -2.94160 -1.57533 -1.13266 5.607 -3.202 -2.370 0.5492
H 2.04422 -0.26609 1.53976 0.443 -0.659 0.108 0.3973
H 4.89805 -0.06675 -1.51616 3.460 2.806 -4.228 0.5674
H -1.21943 -0.12914 0.53228 0.498 -4.405 0.259 0.4430
H 4.20816 -3.77722 0.27440 -0.540 2.087 -0.140 0.0983
H -6.88190 -1.94622 0.34453 1.447 -0.353 -0.920 0.3326
H -2.08785 1.08669 1.62947 1.625 -0.408 -2.442 0.2732
H -2.75984 2.10592 -0.84111 -0.282 0.889 0.229 0.4456
H -6.68767 0.59067 0.86307 -5.903 2.487 3.502 0.5017
H -0.40135 2.92188 0.34460 0.373 -3.493 -0.941 0.0580
H 2.47734 -2.80808 1.61720 -5.242 -6.850 6.071 0.7332
H -4.84107 -3.06486 -0.77825 0.410 3.550 0.767 0.0578
H -4.81618 1.88608 0.61547 0.468 4.973 1.807 0.5448
H 1.81247 2.98039 0.14041 1.301 -0.410 -0.202 0.2345
```
Positions in Å, forces in eV/Å.

Values from the calculation:
LUMO	0.33	eV
energy relative to the best compared isomer or geometry (same formula, charge and spin)	371.3	kcal/mol
HOMO-LUMO gap	0.334	Ha

=====

No. 3
This record from the Open Molecules 2025 dataset describes a structure of composition C16H16N2O3S2 at a distorted geometry. The level of theory is ωB97M-V with the def2-TZVPD basis set.

The geometry in XYZ format:
```
39
Properties=species:S:1:pos:R:3:forces:R:3:mulliken_charge:R:1
S 2.71464 -1.47207 1.30283 -0.155 0.308 0.040 1.1833
S -1.94115 5.90936 -1.24826 -0.012 -0.043 0.130 -0.1678
O 3.80664 -1.00884 2.10526 -0.202 -0.011 0.211 -0.6620
O 2.95807 -1.82705 -0.06419 -0.322 0.020 0.094 -0.5643
O -2.88835 2.61236 -2.27144 -0.103 -0.283 -0.201 -0.4103
N 0.63499 0.11901 0.48237 -0.665 0.147 -0.753 -0.3282
N 1.55356 -0.22847 1.39312 1.075 -0.936 0.590 -0.3277
C -1.19502 4.25230 -1.45148 0.283 0.064 -0.027 -0.6938
C 0.04175 -4.12719 2.81188 0.017 0.042 -0.057 -0.6689
C -0.76814 -0.27698 -1.37916 -0.596 0.159 -0.601 0.2546
C -3.39974 4.83021 -1.47840 -0.178 0.109 -0.028 -0.7281
C -1.32198 1.00434 -1.32285 -0.055 0.111 -0.007 -0.0324
C -1.19695 -1.17111 -2.35702 0.273 0.090 0.351 -0.8928
C 0.25650 -0.68089 -0.43412 0.435 -0.198 0.367 -0.4686
C 0.88291 -5.07394 3.37389 -0.008 -0.020 0.014 -0.4391
C 1.94438 -2.86193 2.13317 0.196 0.519 -0.256 0.4646
C 2.25842 -4.91046 3.31791 0.011 0.055 -0.064 -0.5380
C 2.79380 -3.79625 2.69314 0.177 -0.052 0.022 -0.6032
C 0.57355 -3.01084 2.18421 -0.177 0.026 -0.030 -0.0965
C -2.29194 1.38440 -2.23476 0.030 -0.128 -0.026 0.4319
C -2.56086 3.56388 -1.29370 0.128 0.287 0.299 0.1019
C -2.71567 0.47903 -3.21100 0.030 0.061 0.047 -0.6004
C -2.16760 -0.78638 -3.26545 -0.152 0.165 -0.072 -0.5674
H 1.87166 0.54810 1.95405 0.126 -0.104 0.021 0.2978
H -1.02884 -4.25586 2.86066 -0.083 0.006 0.004 0.3919
H -3.47058 0.79514 -3.91307 -0.092 0.035 -0.085 0.4437
H -3.78939 4.91591 -2.49067 -0.044 -0.093 0.011 0.2868
H -0.44281 4.02524 -0.70066 0.034 -0.097 -0.037 0.3859
H 2.91127 -5.64801 3.75886 0.067 -0.043 0.035 0.3844
H 0.68531 -1.67240 -0.57075 -0.032 0.017 0.052 0.4848
H -0.95804 1.67035 -0.55917 -0.003 0.156 0.073 0.6597
H -2.49956 -1.47809 -4.02501 -0.032 -0.051 -0.063 0.3961
H -0.07307 -2.26619 1.74754 -0.117 0.092 -0.007 0.3821
H -4.18749 4.99801 -0.74960 -0.065 -0.070 -0.037 0.3339
H 0.46425 -5.94254 3.85962 -0.034 -0.066 0.047 0.3824
H 3.85762 -3.63020 2.63644 0.163 -0.076 0.074 0.4004
H -2.68369 3.14156 -0.28728 0.023 0.046 -0.137 0.3683
H -0.78174 4.13509 -2.45189 -0.002 -0.125 0.007 0.3356
H -0.76452 -2.15903 -2.40554 0.061 -0.118 0.000 0.4193
```
Positions in Å, forces in eV/Å.

Values from the calculation:
LUMO	0.30	eV
energy relative to the best compared isomer or geometry (same formula, charge and spin)	66.4	kcal/mol
HOMO-LUMO gap	0.325	Ha